Record 1
Molecular formula: C6H9OPS
Method: DFT, the ωB97M-V functional and the def2-TZVPD basis

CARTESIAN COORDINATES (ANGSTROEM)
C 0.076180 -1.820554 -0.789733
P 1.132922 -0.373906 -0.388119
C 1.317265 -0.161804 1.445665
O 2.398944 -0.318147 -1.112033
C -0.067337 1.409320 -0.808597
C -1.334277 1.649349 -0.215390
C -1.927715 2.715843 -0.828387
S -0.882874 3.470702 -1.931399
C 0.232525 2.174004 -1.876475
H -0.726732 -2.012233 -0.014849
H -0.476553 -1.641869 -1.776518
H 0.548704 -2.814696 -0.998519
H 2.001582 -0.842668 1.830191
H 1.298131 0.984242 1.758402
H 0.369283 -0.664693 1.861597
H -1.713129 1.344746 0.711143
H -2.876832 3.144550 -0.589558
H 1.185540 1.956274 -2.414920

Atoms 1-6, force components in eV/Å:
-1.788 -0.789 -0.748
-2.083 2.966 0.581
-4.003 1.388 -0.397
0.926 -0.102 -0.805
1.104 -4.621 0.968
0.413 1.525 -1.032

Output
SMILES: CP(C)(=O)c1ccsc1
LUMO, eV: 0.7
Kohn-Sham gap, eV: 9.8
Net charge: 0
Relative energy (zero: lowest compared OMol25 entry of this formula, charge and spin), kcal per mole: 8.3

=====

Record 2
Molecular formula: C6HCeO6
Method: DFT, the ωB97M-V functional and the def2-TZVPD basis

CARTESIAN COORDINATES (ANGSTROEM)
O 0.681290 0.020350 -4.746751
C 0.558594 0.016583 -3.597850
Ce -0.065143 -0.002279 0.680116
O 2.902282 0.002804 -1.466304
C 1.946647 0.001378 -0.839958
C -2.417141 -0.019692 1.341156
O -3.543331 -0.028454 1.621795
C -0.272530 -2.462288 0.363529
O -0.404616 -3.603439 0.216795
C -0.320346 2.444389 0.314001
O -0.475860 3.582817 0.144059
H -0.996146 -0.026201 -0.915402
O 1.437249 0.044437 3.978016
C 0.969056 0.029596 2.906796

Atoms 1-6, force components in eV/Å:
-0.518 -0.016 4.685
0.379 0.016 -4.561
1.330 -0.007 -0.573
-3.383 -0.006 2.341
4.762 0.005 -3.320
-8.307 -0.067 1.793

Output
LUMO (spin up / spin down), eV: -16.2 / -16.2
Kohn-Sham gap (spin up / spin down), eV: 6.7 / 6.7
Net charge: +3
Relative energy (zero: lowest compared OMol25 entry of this formula, charge and spin), kcal per mole: 44.2

=====

Record 3
Molecular formula: C70H156F15N5O23P2S5
Method: DFT, the ωB97M-V functional and the def2-TZVPD basis

CARTESIAN COORDINATES (ANGSTROEM)
C -1.257577 -3.472241 4.697677
O -2.091287 -4.583401 4.968417
C -3.252177 -4.464171 4.264657
C -4.445847 -3.564491 4.811117
N -4.791647 -4.012411 6.273497
H -4.929287 -5.012731 6.250857
H -4.069357 -3.807801 6.949167
C -6.196287 -3.613171 6.818017
C -6.273047 -2.058191 6.958797
O -6.424767 -1.457011 5.708227
C -6.589937 -0.048141 5.816607
H -0.339237 -3.607901 5.268957
H -1.667517 -2.540481 5.087377
H -0.948127 -3.318081 3.663957
H -3.563877 -5.508581 4.276807
H -3.188957 -4.478291 3.176587
H -5.325697 -3.860281 4.239747
H -4.330297 -2.481341 4.771937
H -6.328017 -4.161241 7.750947
H -6.960647 -4.048051 6.174037
H -5.463527 -1.643891 7.559747
H -7.156077 -1.814481 7.549537
H -5.858247 0.464209 6.441287
H -7.538477 0.158879 6.312097
H -6.651647 0.317439 4.791597
C -0.143937 -1.867521 -5.821183
O -0.535567 -2.977201 -5.076593
C -0.712737 -4.124511 -5.887673
C -2.156177 -4.154151 -6.394223
N -3.077237 -4.705431 -5.346483
H -3.947997 -4.900721 -5.819503
H -2.753897 -5.562911 -4.921903
C -3.379127 -3.788811 -4.193753
C -4.337477 -4.515831 -3.192683
O -5.471007 -5.017931 -3.911693
C -6.472607 -5.477861 -3.074493
H 0.905463 -1.875501 -6.115793
H -0.159547 -0.913031 -5.295053
H -0.878697 -1.713031 -6.611353
H -0.424117 -5.056841 -5.402333
H -0.162787 -4.201811 -6.825583
H -2.233767 -5.010571 -7.064023
H -2.447947 -3.236621 -6.905193
H -3.743647 -2.829091 -4.560043
H -2.368367 -3.680851 -3.800313
H -4.648357 -3.861161 -2.378533
H -3.873617 -5.265951 -2.552173
H -7.116477 -6.013711 -3.771923
H -6.999467 -4.657121 -2.587763
H -6.035777 -6.231731 -2.419543
C 6.020983 -2.972991 -2.774473
O 5.794083 -2.337751 -4.052343
C 4.546473 -1.879501 -4.429793
C 4.819553 -1.078351 -5.768403
N 5.665073 -1.845271 -6.760923
H 6.222973 -1.089761 -7.132493
H 6.292893 -2.577301 -6.460803
C 4.853263 -2.317011 -7.988003
C 5.655513 -3.266871 -8.893183
O 6.475603 -4.171111 -8.194403
C 6.839153 -5.366911 -8.857063
H 7.073323 -3.241371 -2.681503
H 5.337073 -3.812341 -2.900363
H 5.817533 -2.258821 -1.976553
H 4.046863 -1.292611 -3.659043
H 3.856423 -2.695281 -4.645303
H 5.523703 -0.257221 -5.634193
H 3.915003 -0.709091 -6.251653
H 4.496843 -1.435461 -8.520843
H 4.003433 -2.813591 -7.519723
H 6.223213 -2.847411 -9.723773
H 4.871653 -3.859041 -9.365423
H 7.235703 -5.268121 -9.867553
H 5.983923 -6.032371 -8.739413
H 7.692633 -5.850391 -8.381773
C -1.423027 -6.372771 0.588657
O -0.354787 -6.760071 -0.274033
C -0.408997 -6.184471 -1.575523
C 0.725863 -6.823341 -2.377833
N 0.937033 -8.314161 -2.059573
H 1.158223 -8.339941 -1.074433
H 0.054843 -8.745711 -2.295403
C 2.071703 -8.909421 -2.856803
C 2.099103 -10.391281 -2.525623
O 2.374603 -10.773131 -1.175283
C 3.620743 -10.571701 -0.638583
H -1.426257 -5.284281 0.645937
H -1.204477 -6.646261 1.620907
H -2.416287 -6.779001 0.397617
H -0.290287 -5.106781 -1.463223
H -1.290177 -6.333591 -2.199543
H 1.656943 -6.327261 -2.103793
H 0.573443 -6.673621 -3.446693
H 3.050033 -8.524171 -2.569483
H 1.824343 -8.740771 -3.904883
H 2.682233 -10.977711 -3.235663
H 1.102473 -10.809661 -2.666273
H 3.706773 -10.876271 0.404457
H 3.992673 -9.547241 -0.654243
H 4.409163 -11.121621 -1.152463
C -0.808417 2.170609 -3.604043
C -1.553037 2.066299 -2.273963
C -1.194497 3.200949 -1.315353
C -1.804447 3.102109 0.139237
P -3.583947 3.578809 0.503977
C -3.918337 2.852289 2.134167
C -3.901107 1.334179 1.957397
C -3.955787 0.643729 3.260487
C -2.569627 0.700419 3.978037
C -3.650407 5.379269 0.790197
C -4.979987 5.873289 1.366377
C -5.005637 7.397569 1.737687
C -4.502087 8.244609 0.601807
C -4.714977 2.880539 -0.843203
C -6.271367 2.924079 -0.563233
C -6.984587 1.935939 -1.510463
C -8.512027 1.935979 -1.336723
H -1.017777 3.162069 -4.005653
H -1.163907 1.399989 -4.288063
H 0.273093 2.039429 -3.569203
H -1.452987 1.043659 -1.910223
H -2.600457 2.106139 -2.573003
H -1.325357 4.206139 -1.716073
H -0.122447 3.091299 -1.151723
H -1.446807 4.034229 0.576657
H -1.433007 2.212299 0.647547
H -4.893517 3.203009 2.471957
H -3.174767 3.218559 2.842007
H -3.095647 0.964399 1.322887
H -4.768427 1.033239 1.369777
H -4.227907 -0.369111 2.963477
H -4.722797 1.074919 3.903817
H -2.308907 1.631749 4.480777
H -1.667977 0.465969 3.412217
H -2.642947 -0.063031 4.752557
H -3.457357 5.789709 -0.200943
H -2.781717 5.565209 1.421777
H -5.207427 5.227009 2.214137
H -5.784677 5.638019 0.669797
H -4.285607 7.594739 2.531907
H -6.008197 7.719629 2.019197
H -4.937447 9.243799 0.615537
H -4.893737 7.895709 -0.353693
H -3.419607 8.255089 0.474417
H -4.357857 1.865929 -1.019663
H -4.313037 3.393929 -1.716683
H -6.803677 3.874289 -0.520433
H -6.455257 2.538029 0.439397
H -6.700787 0.955229 -1.128673
H -6.856357 2.067109 -2.584923
H -8.825937 1.743229 -0.310853
H -8.904847 1.198379 -2.036543
H -8.929817 2.901459 -1.622033
C 1.505433 5.414719 -2.122793
C 1.073573 6.104389 -0.813123
C 1.853193 5.812779 0.450667
C 1.323323 6.463679 1.718617
P 2.222343 7.991179 2.211877
C 4.011213 7.778589 2.390407
C 4.517093 6.875569 3.587357
C 4.291753 5.354179 3.483647
C 5.284403 4.750269 2.511837
C 1.542463 8.414089 3.780307
C 2.122243 9.687919 4.476737
C 1.334343 9.949329 5.764717
C 1.204013 8.695649 6.650637
C 1.816223 9.440209 1.189387
C 0.350353 9.836849 1.235687
C -0.104857 10.796439 0.061147
C -1.554177 11.264299 0.396877
H 0.732733 4.738849 -2.489163
H 2.437023 4.876019 -1.949473
H 1.771343 6.148759 -2.883443
H 0.043013 5.788059 -0.651893
H 1.119573 7.171779 -1.029153
H 2.897703 6.020839 0.218707
H 1.893003 4.726709 0.534157
H 1.407513 5.836209 2.605907
H 0.305193 6.794549 1.513587
H 4.275713 8.834559 2.445747
H 4.418273 7.407909 1.449657
H 4.155563 7.288039 4.529297
H 5.604853 6.945419 3.587387
H 3.361123 5.075039 2.989567
H 4.322083 4.897539 4.472927
H 6.316223 4.839589 2.851647
H 5.278913 5.269929 1.553707
H 5.128223 3.676669 2.406517
H 1.796763 7.554939 4.401037
H 0.471643 8.423349 3.576917
H 2.119863 10.462889 3.710247
H 3.155783 9.503619 4.769847
H 0.344783 10.356059 5.556307
H 1.748223 10.818079 6.276637
H 0.547403 7.937559 6.223707
H 0.820823 8.964009 7.635137
H 2.158413 8.201419 6.832177
H 2.121273 9.136259 0.188057
H 2.512403 10.195219 1.554607
H 0.259043 10.411349 2.157487
H -0.145947 8.889919 1.448097
H -0.045237 10.195179 -0.846063
H 0.537723 11.676789 0.048047
H -1.632737 11.510349 1.455837
H -2.346807 10.525019 0.281497
H -1.957807 12.137199 -0.116183
C 1.897053 1.572589 1.469587
C 1.104643 0.485429 0.732847
C 2.049373 -0.767611 0.351027
N 1.315113 -2.106721 0.406347
C 0.138693 -2.017061 -0.632403
C 0.474393 -1.906501 -2.189483
C 1.446553 -3.044731 -2.598173
C 2.593893 -3.127051 -1.538723
C 2.217213 -3.282871 -0.060423
C 0.734843 -2.470961 1.784687
H 1.326383 2.495309 1.574597
H 2.821643 1.694399 0.905337
H 2.161513 1.341659 2.501497
H 0.743443 0.997309 -0.159123
H 0.324873 0.085989 1.381317
H 2.850853 -0.930851 1.071497
H 2.582363 -0.633131 -0.590213
H -0.498837 -1.251151 -0.190783
H -0.449237 -2.895791 -0.367293
H 0.829043 -0.878811 -2.268003
H -0.477177 -1.972921 -2.716933
H 1.767063 -2.941161 -3.634823
H 0.796683 -3.917651 -2.536663
H 3.264093 -2.269971 -1.604593
H 3.080413 -4.064651 -1.807593
H 3.050893 -3.471211 0.616047
H 1.581343 -4.166741 -0.009893
H -0.064097 -1.758131 1.988837
H 1.569033 -2.446101 2.485837
H 0.258813 -3.447721 1.870797
C 3.391233 2.081459 -2.122713
F 4.196373 3.069959 -1.854883
F 3.980683 0.919959 -1.712043
F 2.220533 2.330259 -1.483763
S 3.157503 2.021569 -4.035153
O 4.467943 2.154419 -4.714503
O 2.568443 0.685239 -4.271753
O 2.280743 3.125349 -4.231513
C -3.881427 -1.703431 -0.612413
F -5.176987 -1.761831 -1.037283
F -3.027707 -1.978191 -1.574693
F -3.689197 -0.489051 -0.255093
S -3.526927 -2.992921 0.889677
O -4.575077 -2.600481 1.876337
O -3.733777 -4.373761 0.385917
O -2.166837 -2.741591 1.393097
C 2.570823 -6.966191 1.676437
F 2.661973 -7.628811 2.852017
F 2.058183 -7.692641 0.728507
F 1.810663 -5.843631 1.942847
S 4.346403 -6.448051 1.125387
O 4.140643 -5.928401 -0.267303
O 4.788493 -5.331181 2.036517
O 5.124543 -7.676191 1.214007
C 2.581083 -4.479181 7.072627
F 1.376453 -4.349591 7.553327
F 3.328413 -3.595171 7.721837
F 3.074623 -5.780111 7.250147
S 2.462043 -4.017741 5.198797
O 1.804913 -2.694711 5.095357
O 3.882913 -4.049441 4.801217
O 1.601423 -5.070911 4.548907
C 6.299693 0.416239 2.323097
F 7.022623 0.477119 3.414097
F 5.146393 1.011609 2.611187
F 6.900183 1.187989 1.391327
S 5.866083 -1.343321 1.637147
O 4.702883 -1.844861 2.440837
O 5.705663 -1.323301 0.197067
O 6.993823 -2.221681 1.952337

Atoms 1-6, force components in eV/Å:
1.722 0.492 1.305
0.621 1.531 -0.174
-2.318 -2.034 -0.001
0.897 -1.311 0.111
-1.896 0.114 -1.008
0.865 -0.607 -0.199

Output
Multiplicity: 2
Expectation value of S²: 0.77
LUMO (spin up / spin down), eV: -5.8 / -8.0
Kohn-Sham gap (spin up / spin down), eV: 5.4 / 3.1
Net charge: +3